This record from OMol25 describes a cluster of 2 separate species, C25H29ClN4O4S in total in a non-equilibrium geometry. The level of theory is the ωB97M-V functional and the def2-TZVPD basis.

Last columns: bonded neighbours and bond lengths (Å).
Cartesian coordinates (Å):
1 O -2.18175 -1.81347 -5.61552  S2 1.469
2 S -3.42996 -2.52630 -5.31058  O1 1.469, O3 1.467, N4 1.708, C18 1.819
3 O -4.15386 -2.98582 -6.50038  S2 1.467
4 N -4.51758 -1.48657 -4.50252  S2 1.708, C5 1.404, H24 1.012
5 C -4.34767 -0.93178 -3.22351  N4 1.404, C6 1.398, C16 1.415
6 C -3.08507 -0.81045 -2.63678  C5 1.398, C7 1.401, H25 1.084
7 C -2.96744 -0.27182 -1.34923  C6 1.401, C8 1.475, C14 1.406
8 C -1.65795 -0.19113 -0.67416  C7 1.475, C9 1.407, C13 1.406
9 C -0.68343 -1.18593 -0.87604  C8 1.407, C10 1.399, H26 1.085
10 C 0.54334 -1.13723 -0.20608  C9 1.399, C11 1.395, H27 1.086
11 C 0.81244 -0.09750 0.68404  C10 1.395, C12 1.397, H28 1.086
12 C -0.14203 0.90185 0.89138  C11 1.397, C13 1.398, H29 1.084
13 C -1.36409 0.85926 0.21325  C8 1.406, C12 1.398, H30 1.086
14 C -4.14037 0.16451 -0.70752  C7 1.406, N15 1.342, H31 1.086
15 N -5.35926 0.06994 -1.26168  C14 1.342, C16 1.343
16 C -5.46447 -0.46847 -2.48764  C5 1.415, N15 1.343, Cl17 1.748
17 Cl -7.06098 -0.62257 -3.18282  C16 1.748
18 C -3.16352 -3.89722 -4.14524  S2 1.819, C19 1.402, C23 1.403
19 C -4.24199 -4.68003 -3.70936  C18 1.402, C20 1.399, H32 1.088
20 C -4.02301 -5.74623 -2.83119  C19 1.399, C21 1.399, H33 1.086
21 C -2.72994 -6.03753 -2.38499  C20 1.399, C22 1.398, H34 1.087
22 C -1.65289 -5.25865 -2.81909  C21 1.398, C23 1.398, H35 1.086
23 C -1.86610 -4.19386 -3.69978  C18 1.403, C22 1.398, H36 1.089
24 H -5.45833 -1.61304 -4.85337  N4 1.012
25 H -2.19245 -1.11029 -3.17405  C6 1.084
26 H -0.88045 -2.02402 -1.53675  C9 1.085
27 H 1.28513 -1.91463 -0.36677  C10 1.086
28 H 1.76008 -0.08192 1.21513  C11 1.086
29 H 0.05708 1.71106 1.58518  C12 1.084
30 H -2.08105 1.65657 0.38480  C13 1.086
31 H -4.07484 0.57651 0.29481  C14 1.086
32 H -5.25092 -4.46971 -4.05805  C19 1.088
33 H -4.86023 -6.35200 -2.49763  C20 1.086
34 H -2.56326 -6.86798 -1.70409  C21 1.087
35 H -0.64752 -5.48480 -2.47646  C22 1.086
36 H -1.01764 -3.60457 -4.04459  C23 1.089
37 C 6.25404 2.63924 3.78237  N38 1.464, H49 1.092, H50 1.091, H51 1.091
38 N 5.74638 1.47299 3.05826  C37 1.464, C39 1.337, H52 1.009
39 C 4.53406 1.30815 2.51823  N38 1.337, O40 1.226, C41 1.536
40 O 4.28034 0.26941 1.91782  C39 1.226
41 C 3.44926 2.38633 2.66068  C39 1.536, N42 1.475, C46 1.548, H53 1.089
42 N 2.83112 2.63065 1.34379  C41 1.475, C43 1.332, H54 1.010
43 C 2.50678 3.83035 0.86315  N42 1.332, C44 1.511, O45 1.224
44 C 1.87442 3.85937 -0.50863  C43 1.511, H55 1.088, H56 1.088, H57 1.089
45 O 2.69658 4.87231 1.47658  C43 1.224
46 C 2.39100 1.96697 3.70958  C41 1.548, C47 1.535, C48 1.535, H58 1.090
47 C 3.00475 1.63296 5.07680  C46 1.535, H59 1.090, H60 1.091, H61 1.090
48 C 1.34861 3.06718 3.95452  C46 1.535, H62 1.091, H63 1.090, H64 1.088
49 H 6.28957 3.50663 3.11989  C37 1.092
50 H 5.61722 2.86789 4.63764  C37 1.091
51 H 7.26204 2.43638 4.14782  C37 1.091
52 H 6.37894 0.70023 2.91246  N38 1.009
53 H 3.91147 3.30983 3.00476  C41 1.089
54 H 2.66953 1.82516 0.75703  N42 1.010
55 H 0.89184 3.39361 -0.46245  C44 1.088
56 H 2.50624 3.31977 -1.21173  C44 1.088
57 H 1.77296 4.89532 -0.82978  C44 1.089
58 H 1.87092 1.07874 3.35070  C46 1.090
59 H 3.70441 0.80206 4.99131  C47 1.090
60 H 2.21621 1.33417 5.76839  C47 1.091
61 H 3.51547 2.50618 5.48243  C47 1.090
62 H 1.84013 3.97056 4.31769  C48 1.091
63 H 0.61880 2.73401 4.69215  C48 1.090
64 H 0.81887 3.30932 3.03580  C48 1.088

Computed properties:
* Kohn-Sham gap: 0.323 Eh
* LUMO level: 0.03 eV
* HOMO energy: -8.8 eV
* SMILES string: O=S(=O)(Nc1cc(-c2ccccc2)cnc1Cl)c1ccccc1.CNC(=O)[C@@H](NC(C)=O)C(C)C
* total charge: 0